Entry 1:
{"formula": "C4H6O2", "method": "ωB97M-V with the def2-TZVPD basis set", "elements": ["C", "C", "C", "C", "H", "H", "H", "H", "H", "H", "O", "O"], "positions_angstrom": [[-2.015, -0.233, -0.540], [-0.932, 0.086, 0.490], [0.095, 1.156, 0.080], [1.038, 0.001, -0.006], [-2.675, 0.634, -0.540], [-2.579, -1.127, -0.306], [-1.512, -0.415, -1.524], [-1.300, 0.164, 1.532], [0.271, 1.799, 0.961], [-0.138, 1.762, -0.776], [2.180, -0.208, -0.423], [0.172, -0.901, 0.488]], "nbo_charge": [-0.6354, 0.1051, -0.5538, 0.7827, 0.2199, 0.2273, 0.2208, 0.1900, 0.2449, 0.2393, -0.5609, -0.4798], "e_tot_ha": -306.47954, "lumo_ev": 0.831, "e_above_lowest_kcal_mol": 16.8}



Entry 2:
{"formula": "C4H6O2", "method": "ωB97M-V with the def2-TZVPD basis set", "elements": ["O", "C", "C", "C", "O", "C", "H", "H", "H", "H", "H", "H"], "positions_angstrom": [[-0.225, -1.438, -1.121], [-0.004, -0.767, 0.097], [-1.237, -0.047, 0.565], [-0.410, 0.894, -0.156], [0.574, 1.624, 0.504], [1.244, 0.378, 0.293], [0.427, -2.130, -1.239], [-2.145, -0.279, 0.017], [-1.356, 0.076, 1.632], [-0.516, 1.117, -1.205], [1.754, 0.109, 1.201], [1.894, 0.462, -0.589]], "nbo_charge": [-0.7229, 0.1149, -0.4836, 0.1209, -0.5029, -0.0784, 0.4839, 0.2494, 0.2305, 0.2035, 0.1912, 0.1935], "e_tot_ha": -306.32758, "lumo_ev": 0.878, "e_above_lowest_kcal_mol": 112.1}



Which formula does entry 1 have?
C4H6O2